No. 1
The following is a quantum chemistry calculation of a 16-piece molecular cluster, C35H102O16 overall at a distorted geometry, from the Open Molecules 2025 dataset.

Bonds (Å) are listed after each position.
Geometry (Å):
1 C 6.058 1.621 -5.655  O2 1.398, H3 1.090, H4 1.090, H5 1.090
2 O 4.797 1.038 -5.814  C1 1.398, H6 0.960
3 H 6.326 2.313 -6.454  C1 1.090
4 H 6.233 2.115 -4.700  C1 1.090
5 H 6.794 0.829 -5.791  C1 1.090
6 H 4.109 1.707 -5.820  O2 0.960
7 C 4.569 -4.635 -3.484  O8 1.406, H9 1.090, H10 1.090, H11 1.090
8 O 3.589 -4.191 -4.389  C7 1.406, H12 0.960
9 H 5.347 -5.278 -3.896  C7 1.090
10 H 5.097 -3.796 -3.031  C7 1.090
11 H 4.185 -5.280 -2.694  C7 1.090
12 H 3.800 -3.276 -4.592  O8 0.960
13 C -9.117 6.092 -2.674  C14 1.529, H17 1.090, H18 1.090, H19 1.090
14 C -7.876 5.393 -2.119  C13 1.529, C15 1.525, O16 1.377, H20 1.090
15 C -8.208 4.277 -1.134  C14 1.525, H21 1.090, H22 1.090, H23 1.090
16 O -7.107 4.928 -3.162  C14 1.377, H24 0.960
17 H -9.804 6.410 -1.891  C13 1.090
18 H -9.704 5.362 -3.232  C13 1.090
19 H -8.889 6.981 -3.262  C13 1.090
20 H -7.286 6.172 -1.636  C14 1.090
21 H -7.316 3.843 -0.683  C15 1.090
22 H -8.545 3.442 -1.749  C15 1.090
23 H -8.923 4.532 -0.352  C15 1.090
24 H -6.667 5.674 -3.577  O16 0.960
25 C -0.112 -8.812 -0.802  C26 1.491, H29 1.090, H30 1.090, H31 1.090
26 C -0.410 -10.025 0.012  C25 1.491, C27 1.514, O28 1.475, H32 1.090
27 C 0.622 -11.096 -0.276  C26 1.514, H33 1.090, H34 1.090, H35 1.090
28 O -0.253 -9.646 1.428  C26 1.475, H36 0.960
29 H 0.106 -9.089 -1.833  C25 1.090
30 H 0.724 -8.249 -0.386  C25 1.090
31 H -0.912 -8.072 -0.786  C25 1.090
32 H -1.393 -10.469 -0.143  C26 1.090
33 H 0.294 -12.049 0.140  C27 1.090
34 H 1.603 -10.825 0.114  C27 1.090
35 H 0.943 -11.219 -1.310  C27 1.090
36 H -0.466 -10.406 1.974  O28 0.960
37 C -2.215 5.987 2.817  C38 1.531, H41 1.090, H42 1.090, H43 1.090
38 C -1.904 7.083 1.794  C37 1.531, C39 1.526, O40 1.398, H44 1.090
39 C -1.405 8.376 2.434  C38 1.526, H45 1.090, H46 1.090, H47 1.090
40 O -0.934 6.623 0.899  C38 1.398, H48 0.960
41 H -2.719 5.118 2.395  C37 1.090
42 H -2.883 6.347 3.600  C37 1.090
43 H -1.308 5.589 3.272  C37 1.090
44 H -2.762 7.312 1.162  C38 1.090
45 H -0.554 8.164 3.081  C39 1.090
46 H -2.146 8.767 3.131  C39 1.090
47 H -1.101 9.140 1.719  C39 1.090
48 H -1.074 5.712 0.632  O40 0.960
49 C 3.778 2.377 6.096  C50 1.499, H53 1.090, H54 1.090, H55 1.090
50 C 4.338 3.445 6.986  C49 1.499, C51 1.561, O52 1.429, H56 1.090
51 C 3.494 4.757 6.949  C50 1.561, H57 1.090, H58 1.090, H59 1.090
52 O 4.411 3.006 8.344  C50 1.429, H60 0.960
53 H 2.696 2.297 6.194  C49 1.090
54 H 4.228 1.411 6.323  C49 1.090
55 H 4.019 2.647 5.067  C49 1.090
56 H 5.349 3.683 6.656  C50 1.090
57 H 3.701 5.381 7.819  C51 1.090
58 H 2.436 4.510 7.031  C51 1.090
59 H 3.553 5.317 6.016  C51 1.090
60 H 3.543 2.635 8.516  O52 0.960
61 C -4.417 -2.793 6.628  C62 1.504, H65 1.090, H66 1.090, H67 1.090
62 C -3.987 -1.381 6.337  C61 1.504, C63 1.500, O64 1.391, H68 1.090
63 C -4.579 -0.362 7.265  C62 1.500, H69 1.090, H70 1.090, H71 1.090
64 O -2.630 -1.355 6.644  C62 1.391, H72 0.960
65 H -3.880 -3.553 6.060  C61 1.090
66 H -5.453 -2.948 6.327  C61 1.090
67 H -4.344 -3.014 7.693  C61 1.090
68 H -4.185 -1.179 5.284  C62 1.090
69 H -4.411 -0.640 8.305  C63 1.090
70 H -5.635 -0.215 7.039  C63 1.090
71 H -4.133 0.618 7.096  C63 1.090
72 H -2.190 -2.064 6.170  O64 0.960
73 C 0.504 3.715 -9.523  C74 1.492, H77 1.090, H78 1.090, H79 1.090
74 C -0.281 3.222 -8.354  C73 1.492, C75 1.517, O76 1.419, H80 1.090
75 C -0.512 1.742 -8.594  C74 1.517, H81 1.090, H82 1.090, H83 1.090
76 O 0.505 3.368 -7.181  C74 1.419, H84 0.960
77 H 0.738 4.779 -9.507  C73 1.090
78 H -0.077 3.572 -10.434  C73 1.090
79 H 1.435 3.157 -9.626  C73 1.090
80 H -1.219 3.777 -8.329  C74 1.090
81 H -1.072 1.214 -7.821  C75 1.090
82 H 0.440 1.227 -8.464  C75 1.090
83 H -0.870 1.505 -9.596  C75 1.090
84 H 0.036 2.908 -6.481  O76 0.960
85 C 5.793 7.018 0.353  C86 1.534, H89 1.090, H90 1.090, H91 1.090
86 C 5.261 8.433 0.093  C85 1.534, C87 1.532, O88 1.403, H92 1.090
87 C 6.297 9.473 -0.346  C86 1.532, H93 1.090, H94 1.090, H95 1.090
88 O 4.224 8.363 -0.850  C86 1.403, H96 0.960
89 H 6.570 7.043 1.118  C85 1.090
90 H 6.175 6.586 -0.572  C85 1.090
91 H 4.955 6.493 0.812  C85 1.090
92 H 4.838 8.886 0.990  C86 1.090
93 H 5.809 10.447 -0.343  C87 1.090
94 H 6.531 9.351 -1.404  C87 1.090
95 H 7.177 9.515 0.295  C87 1.090
96 H 3.446 7.925 -0.497  O88 0.960
97 C -9.578 -3.496 -0.936  C98 1.516, H101 1.090, H102 1.090, H103 1.090
98 C -8.985 -4.822 -0.500  C97 1.516, C99 1.564, O100 1.403, H104 1.090
99 C -9.908 -5.674 0.432  C98 1.564, H105 1.090, H106 1.090, H107 1.090
100 O -8.942 -5.663 -1.623  C98 1.403, H108 0.960
101 H -10.434 -3.706 -1.578  C97 1.090
102 H -8.865 -2.951 -1.553  C97 1.090
103 H -9.791 -2.881 -0.061  C97 1.090
104 H -8.021 -4.776 0.005  C98 1.090
105 H -10.220 -5.190 1.357  C99 1.090
106 H -9.450 -6.619 0.725  C99 1.090
107 H -10.791 -5.945 -0.146  C99 1.090
108 H -8.240 -5.239 -2.122  O100 0.960
109 C 0.929 0.124 -0.689  C110 1.501, H113 1.090, H114 1.090, H115 1.090
110 C -0.359 -0.116 -1.422  C109 1.501, C111 1.552, O112 1.414, H116 1.090
111 C -1.409 -0.938 -0.629  C110 1.552, H117 1.090, H118 1.090, H119 1.090
112 O -0.941 1.161 -1.592  C110 1.414, H120 0.960
113 H 1.386 -0.786 -0.300  C109 1.090
114 H 0.710 0.633 0.249  C109 1.090
115 H 1.734 0.680 -1.170  C109 1.090
116 H -0.127 -0.548 -2.396  C110 1.090
117 H -2.444 -0.788 -0.934  C111 1.090
118 H -1.398 -0.678 0.429  C111 1.090
119 H -1.188 -2.002 -0.717  C111 1.090
120 H -1.746 0.949 -2.070  O112 0.960
121 C 2.164 -6.833 6.616  C122 1.549, H125 1.090, H126 1.090, H127 1.090
122 C 2.391 -5.688 5.598  C121 1.549, C123 1.482, O124 1.402, H128 1.090
123 C 3.512 -5.822 4.637  C122 1.482, H129 1.090, H130 1.090, H131 1.090
124 O 1.264 -5.495 4.786  C122 1.402, H132 0.960
125 H 2.397 -7.788 6.147  C121 1.090
126 H 1.096 -6.932 6.809  C121 1.090
127 H 2.760 -6.706 7.520  C121 1.090
128 H 2.553 -4.749 6.127  C122 1.090
129 H 4.421 -5.949 5.225  C123 1.090
130 H 3.541 -4.970 3.958  C123 1.090
131 H 3.416 -6.725 4.033  C123 1.090
132 H 1.083 -6.320 4.330  O124 0.960
133 C 10.136 -1.141 -1.105  C134 1.561, H137 1.090, H138 1.090, H139 1.090
134 C 9.038 -0.584 -0.145  C133 1.561, C135 1.519, O136 1.380, H140 1.090
135 C 8.964 -1.103 1.281  C134 1.519, H141 1.090, H142 1.090, H143 1.090
136 O 9.405 0.746 -0.111  C134 1.380, H144 0.960
137 H 10.127 -0.613 -2.059  C133 1.090
138 H 9.992 -2.188 -1.373  C133 1.090
139 H 11.151 -1.077 -0.713  C133 1.090
140 H 8.068 -0.617 -0.640  C134 1.090
141 H 9.885 -0.816 1.789  C135 1.090
142 H 8.968 -2.192 1.324  C135 1.090
143 H 8.131 -0.724 1.874  C135 1.090
144 H 9.726 1.011 0.754  O136 0.960
145 O -0.683 -5.214 -7.029  H146 0.957, H147 0.957
146 H -0.392 -5.391 -7.923  O145 0.957
147 H 0.105 -4.914 -6.575  O145 0.957
148 O -5.266 0.599 -4.833  H149 0.957, H150 0.957
149 H -5.611 0.491 -5.720  O148 0.957
150 H -5.456 1.511 -4.612  O148 0.957
151 O -4.367 -4.037 -4.662  H152 0.957, H153 0.957
152 H -4.410 -3.081 -4.677  O151 0.957
153 H -3.643 -4.253 -5.250  O151 0.957

## Properties
Energy above the lowest of the compared OMol25 structures with the same formula, charge and spin in eV: 3.619
Molecular weight in g mol⁻¹: 779.18
Lowest unoccupied orbital energy in eV: 0.003
Total energy in eV: -70704.492
Frontier orbital gap in eV: 10.00


No. 2
The following is a quantum chemistry calculation of a 19-piece molecular cluster, C35H106N2O19 overall at a distorted geometry, from the Open Molecules 2025 dataset.

Bonds (Å) are listed after each position.
Geometry (Å):
1 C 0.937 0.486 6.672  C2 1.542, H12 1.054, H13 1.075, H14 1.104
2 C 1.905 0.467 5.473  C1 1.542, C3 1.548, N7 1.501, C11 1.530
3 C 3.305 -0.034 5.900  C2 1.548, C4 1.513, H15 1.107, H16 1.102
4 C 3.381 -1.540 6.028  C3 1.513, C5 1.532, H17 1.125, H18 1.114
5 C 2.988 -2.254 4.732  C4 1.532, C6 1.587, H19 1.087, H20 1.092
6 C 1.553 -1.809 4.221  C5 1.587, N7 1.431, C9 1.492, C10 1.572
7 N 1.514 -0.381 4.298  C2 1.501, C6 1.431, O8 1.425
8 O 0.222 0.053 3.879  N7 1.425, H30 0.943
9 C 1.536 -2.079 2.754  C6 1.492, H21 1.091, H22 1.118, H23 1.070
10 C 0.340 -2.523 4.920  C6 1.572, H24 1.076, H25 1.109, H26 1.117
11 C 1.910 1.881 4.888  C2 1.530, H27 1.105, H28 1.112, H29 1.059
12 H -0.029 0.737 6.332  C1 1.054
13 H 1.284 1.201 7.395  C1 1.075
14 H 0.822 -0.530 7.089  C1 1.104
15 H 3.998 0.263 5.089  C3 1.107
16 H 3.751 0.480 6.767  C3 1.102
17 H 2.659 -1.925 6.800  C4 1.125
18 H 4.388 -1.869 6.374  C4 1.114
19 H 2.875 -3.324 4.887  C5 1.087
20 H 3.641 -2.090 3.872  C5 1.092
21 H 2.283 -1.477 2.236  C9 1.091
22 H 1.765 -3.158 2.569  C9 1.118
23 H 0.594 -1.794 2.336  C9 1.070
24 H 0.024 -3.385 4.359  C10 1.076
25 H 0.746 -2.813 5.911  C10 1.109
26 H -0.558 -1.868 5.037  C10 1.117
27 H 2.535 1.787 3.981  C11 1.105
28 H 2.203 2.632 5.654  C11 1.112
29 H 0.936 2.159 4.579  C11 1.059
30 H 0.318 0.216 2.955  O8 0.943
31 C 0.422 -2.847 -0.736  C32 1.578, H42 1.109, H43 1.107, H44 1.103
32 C 1.056 -4.007 -1.597  C31 1.578, C33 1.530, N37 1.440, C41 1.557
33 C 0.683 -5.354 -0.974  C32 1.530, C34 1.497, H45 1.063, H46 1.127
34 C 0.859 -6.504 -1.915  C33 1.497, C35 1.549, H47 1.108, H48 1.121
35 C 0.239 -6.332 -3.324  C34 1.549, C36 1.561, H49 1.085, H50 1.112
36 C 0.704 -4.989 -3.971  C35 1.561, N37 1.490, C39 1.598, C40 1.492
37 N 0.448 -3.983 -2.902  C32 1.440, C36 1.490, O38 1.485
38 O 0.739 -2.696 -3.583  N37 1.485, H60 1.000
39 C 2.214 -5.061 -4.491  C36 1.598, H51 1.049, H52 1.086, H53 1.117
40 C -0.183 -4.582 -5.099  C36 1.492, H54 1.113, H55 1.078, H56 1.067
41 C 2.598 -3.871 -1.424  C32 1.557, H57 1.091, H58 1.109, H59 1.090
42 H 0.277 -3.295 0.269  C31 1.109
43 H -0.524 -2.518 -1.207  C31 1.107
44 H 1.080 -1.977 -0.573  C31 1.103
45 H 1.352 -5.478 -0.156  C33 1.063
46 H -0.400 -5.238 -0.684  C33 1.127
47 H 0.372 -7.396 -1.473  C34 1.108
48 H 1.949 -6.731 -2.040  C34 1.121
49 H -0.837 -6.198 -3.295  C35 1.085
50 H 0.553 -7.156 -4.002  C35 1.112
51 H 2.823 -5.483 -3.748  C39 1.049
52 H 2.287 -5.590 -5.437  C39 1.086
53 H 2.592 -4.043 -4.752  C39 1.117
54 H 0.018 -3.533 -5.413  C40 1.113
55 H 0.024 -5.368 -5.807  C40 1.078
56 H -1.201 -4.718 -4.811  C40 1.067
57 H 3.109 -4.809 -1.648  C41 1.091
58 H 2.880 -3.552 -0.400  C41 1.109
59 H 2.983 -3.071 -2.057  C41 1.090
60 H 1.697 -2.407 -3.565  O38 1.000
61 C -2.362 4.265 1.142  O62 1.393, H63 1.053, H64 1.136, H65 1.082
62 O -2.220 5.272 0.191  C61 1.393, H66 1.026
63 H -1.697 4.415 1.945  C61 1.053
64 H -3.389 4.498 1.568  C61 1.136
65 H -2.339 3.261 0.740  C61 1.082
66 H -1.262 5.374 -0.161  O62 1.026
67 C 5.834 -1.516 -1.236  O68 1.413, H69 1.113, H70 1.073, H71 1.131
68 O 4.734 -0.855 -1.826  C67 1.413, H72 0.938
69 H 6.148 -2.342 -1.913  C67 1.113
70 H 6.712 -0.910 -1.113  C67 1.073
71 H 5.498 -2.035 -0.289  C67 1.131
72 H 4.099 -0.474 -1.250  O68 0.938
73 C -4.628 7.580 -0.529  O74 1.407, H75 1.118, H76 1.114, H77 1.068
74 O -4.268 6.419 -1.238  C73 1.407, H78 1.007
75 H -4.040 7.678 0.417  C73 1.118
76 H -4.388 8.413 -1.229  C73 1.114
77 H -5.673 7.484 -0.332  C73 1.068
78 H -3.489 5.948 -0.809  O74 1.007
79 C 1.488 5.973 0.343  O80 1.398, H81 1.081, H82 1.129, H83 1.071
80 O 0.401 6.040 -0.533  C79 1.398, H84 0.978
81 H 1.207 6.024 1.385  C79 1.081
82 H 2.113 5.048 0.182  C79 1.129
83 H 2.083 6.862 0.268  C79 1.071
84 H 0.718 5.603 -1.348  O80 0.978
85 C -3.056 -0.778 7.461  O86 1.425, H87 1.118, H88 1.093, H89 1.053
86 O -2.086 0.236 7.215  C85 1.425, H90 0.949
87 H -2.994 -1.573 6.678  C85 1.118
88 H -2.836 -1.127 8.474  C85 1.093
89 H -4.025 -0.368 7.437  C85 1.053
90 H -2.171 0.672 6.376  O86 0.949
91 C -0.314 0.114 -3.960  O92 1.418, H93 1.094, H94 1.062, H95 1.054
92 O -0.857 -0.033 -2.658  C91 1.418, H96 0.935
93 H 0.442 0.904 -4.013  C91 1.094
94 H -0.066 -0.873 -4.262  C91 1.062
95 H -1.148 0.428 -4.522  C91 1.054
96 H -0.425 -0.700 -2.166  O92 0.935
97 C -6.292 3.382 -0.010  O98 1.416, H99 1.111, H100 1.065, H101 1.099
98 O -5.171 3.529 -0.862  C97 1.416, H102 1.002
99 H -7.151 2.848 -0.472  C97 1.111
100 H -5.854 2.838 0.794  C97 1.065
101 H -6.683 4.333 0.375  C97 1.099
102 H -5.116 4.492 -1.134  O98 1.002
103 C -2.869 -2.420 -3.973  O104 1.427, H105 1.126, H106 1.092, H107 1.065
104 O -2.599 -3.387 -2.958  C103 1.427, H108 0.982
105 H -2.396 -2.783 -4.928  C103 1.126
106 H -3.945 -2.390 -4.160  C103 1.092
107 H -2.537 -1.429 -3.769  C103 1.065
108 H -1.630 -3.512 -2.861  O104 0.982
109 C 3.988 0.646 1.102  O110 1.421, H111 1.103, H112 1.118, H113 1.085
110 O 2.986 0.330 0.144  C109 1.421, H114 0.995
111 H 4.796 -0.102 1.157  C109 1.103
112 H 4.396 1.662 0.872  C109 1.118
113 H 3.554 0.729 2.093  C109 1.085
114 H 2.096 0.107 0.528  O110 0.995
115 C 3.443 -1.017 -5.019  O116 1.407, H117 1.080, H118 1.088, H119 1.105
116 O 2.921 -1.217 -3.728  C115 1.407, H120 0.988
117 H 4.316 -1.630 -5.185  C115 1.080
118 H 2.733 -1.159 -5.832  C115 1.088
119 H 3.863 0.002 -5.098  C115 1.105
120 H 3.632 -1.385 -3.063  O116 0.988
121 C -3.368 -0.513 1.977  O122 1.430, H123 1.095, H124 1.133, H125 1.107
122 O -2.185 -0.740 1.206  C121 1.430, H126 1.013
123 H -3.107 -0.150 2.977  C121 1.095
124 H -3.988 0.322 1.525  C121 1.133
125 H -3.964 -1.445 2.018  C121 1.107
126 H -2.368 -1.338 0.410  O122 1.013
127 C -2.848 3.579 -3.462  O128 1.354, H129 1.115, H130 1.125, H131 1.130
128 O -1.590 3.101 -3.613  C127 1.354, H132 0.964
129 H -3.695 2.949 -3.819  C127 1.115
130 H -3.062 3.820 -2.384  C127 1.125
131 H -2.926 4.562 -4.013  C127 1.130
132 H -1.531 2.262 -3.142  O128 0.964
133 C -0.423 4.582 -6.326  O134 1.425, H135 1.088, H136 1.098, H137 1.077
134 O 0.318 3.852 -5.352  C133 1.425, H138 0.978
135 H -1.259 5.154 -5.930  C133 1.088
136 H 0.355 5.128 -6.877  C133 1.098
137 H -0.907 3.899 -7.002  C133 1.077
138 H -0.331 3.365 -4.807  O134 0.978
139 C 2.780 3.439 -3.025  O140 1.436, H141 1.116, H142 1.073, H143 1.160
140 O 2.032 4.647 -2.819  C139 1.436, H144 0.948
141 H 3.652 3.671 -3.682  C139 1.116
142 H 3.099 2.939 -2.131  C139 1.073
143 H 2.133 2.746 -3.692  C139 1.160
144 H 1.644 4.903 -3.644  O140 0.948
145 C -3.818 -3.814 -0.126  O146 1.365, H147 1.077, H148 1.055, H149 1.102
146 O -2.822 -2.938 -0.451  C145 1.365, H150 1.004
147 H -4.392 -3.498 0.730  C145 1.077
148 H -4.569 -3.955 -0.854  C145 1.055
149 H -3.546 -4.852 0.121  C145 1.102
150 H -2.680 -3.007 -1.442  O146 1.004
151 C -2.574 2.350 3.976  O152 1.439, H153 1.063, H154 1.087, H155 1.057
152 O -2.343 1.069 4.589  C151 1.439, H156 0.950
153 H -3.065 3.083 4.570  C151 1.063
154 H -1.647 2.700 3.529  C151 1.087
155 H -3.220 2.155 3.162  C151 1.057
156 H -1.428 0.858 4.445  O152 0.950
157 C 0.295 1.834 0.947  O158 1.446, H159 1.108, H160 1.082, H161 1.098
158 O 0.265 0.388 0.962  C157 1.446, H162 0.989
159 H 0.082 2.260 1.947  C157 1.108
160 H 1.297 2.137 0.673  C157 1.082
161 H -0.461 2.236 0.259  C157 1.098
162 H -0.695 0.148 0.953  O158 0.989

## Properties
Energy above the lowest of the compared OMol25 structures with the same formula, charge and spin in eV: 0.000
Molecular weight in g mol⁻¹: 859.23
Lowest unoccupied orbital energy in eV: 0.479
Total energy in eV: -79887.436
Frontier orbital gap in eV: 8.94